5 unconnected molecules or ions with the total composition C27H40FN5O3 in a non-equilibrium geometry. Source: the OMol25 dataset; level of theory: ωB97M-V/def2-TZVPD.

* HOMO-LUMO gap: 8.2893 eV
* HOMO: -8.185 eV
* multiplicity: 1
* total energy: -44949.6509 eV

Each atom is followed by the atoms it is bonded to, with distances in Å.
Atoms and positions in Å:
1 F 0.89309 0.10073 4.37457  C23 1.511
2 O -1.57014 -2.21602 -0.19549  C20 1.471, C30 1.470
3 O -1.79679 -3.58072 -2.28705  C20 1.362
4 O -2.64476 -5.97470 0.13773  C26 1.336
5 N -0.97311 5.47569 1.73922  C18 1.371, C24 1.371, H75 1.012
6 N 0.17777 1.71682 -6.85462  C13 1.371, C15 1.371, H41 1.012
7 N 2.11369 -3.24678 0.62230  C21 1.514, C31 1.544, H37 1.049
8 N 5.84769 -0.44548 5.10162  C10 1.371, C33 1.371, H60 1.012
9 N -4.33317 1.37592 -0.71748  C12 1.371, C32 1.371, H73 1.012
10 C 4.59711 -0.06248 4.69163  N8 1.371, C14 1.377, H67 1.082
11 C 0.71435 6.14422 3.02240  C18 1.377, C19 1.415, H71 1.082
12 C -4.52666 2.71059 -0.47305  N9 1.371, C36 1.377, H62 1.082
13 C 0.07425 0.65745 -7.71818  N6 1.371, C28 1.377, H68 1.082
14 C 3.68150 -0.91710 5.26367  C10 1.377, C35 1.415, H65 1.082
15 C -0.38625 2.82635 -7.42851  N6 1.371, C25 1.377, H53 1.082
16 C -1.42624 -1.64798 -4.26428  C27 1.668, H42 1.189, H46 1.192, H57 1.174
17 C -2.64571 2.04445 0.56570  C32 1.377, C36 1.415, H38 1.082
18 C 0.17436 5.06194 2.36438  N5 1.371, C11 1.377, H58 1.082
19 C -0.13459 7.25087 2.78185  C11 1.415, C24 1.377, H47 1.082
20 C -1.53225 -2.40367 -1.65385  O2 1.471, O3 1.362, C27 1.672
21 C 2.79040 -4.04793 -0.47031  N7 1.514, H48 1.192, H49 1.193, H52 1.180
22 C -0.46342 -4.49612 0.49686  C26 1.662, C30 1.666, H45 1.173, H63 1.173
23 C -0.42430 -0.53279 3.99376  F1 1.511, C34 1.671, H43 1.192, H64 1.173
24 C -1.16659 6.81036 1.98365  N5 1.371, C19 1.377, H74 1.082
25 C -0.84700 2.47220 -8.67691  C15 1.377, C28 1.415, H55 1.082
26 C -2.07145 -4.88574 0.65659  O4 1.336, C22 1.662, H40 1.172
27 C -1.20380 -1.13525 -2.69281  C16 1.668, C20 1.672, H54 1.177, H70 1.187
28 C -0.55588 1.09926 -8.85997  C13 1.377, C25 1.415, H76 1.082
29 C -0.55158 -2.39195 2.09101  C30 1.673, C34 1.640, H39 1.192, H66 1.186
30 C -0.41934 -2.83095 0.48246  O2 1.470, C22 1.666, C29 1.673, C31 1.639
31 C 1.05025 -2.38170 -0.08726  N7 1.544, C30 1.639, H51 1.172, H56 1.180
32 C -3.18570 0.96217 -0.09233  N9 1.371, C17 1.377, H59 1.082
33 C 5.74107 -1.53891 5.92112  N8 1.371, C35 1.377, H72 1.082
34 C -0.37790 -0.78079 2.34153  C23 1.671, C29 1.640, H50 1.170, H69 1.193
35 C 4.40545 -1.85139 6.04228  C14 1.415, C33 1.377, H44 1.082
36 C -3.49466 3.15110 0.32515  C12 1.377, C17 1.415, H61 1.082
37 H 2.85837 -2.63947 1.04401  N7 1.049
38 H -1.73782 2.03789 1.15492  C17 1.082
39 H 0.26335 -3.05646 2.65234  C29 1.192
40 H -2.73421 -4.10700 1.23018  C26 1.172
41 H 0.60297 1.68451 -5.93713  N6 1.012
42 H -0.69510 -2.54957 -4.52316  C16 1.189
43 H -0.48549 -1.56043 4.59439  C23 1.192
44 H 3.99679 -2.66515 6.62719  C35 1.082
45 H 0.18736 -4.93161 1.37029  C22 1.173
46 H -2.52940 -2.08130 -4.39099  C16 1.192
47 H -0.00635 8.26049 3.15002  C19 1.082
48 H 2.02844 -4.59984 -1.20187  C21 1.192
49 H 3.44343 -4.92328 0.01089  C21 1.193
50 H 0.63307 -0.32444 1.96789  C34 1.170
51 H 1.21949 -2.56336 -1.23242  C31 1.172
52 H 3.52333 -3.33370 -1.05865  C21 1.180
53 H -0.40997 3.77076 -6.90150  C15 1.082
54 H -0.12806 -0.68656 -2.53124  C27 1.177
55 H -1.34064 3.13118 -9.37933  C25 1.082
56 H 1.34034 -1.25850 0.12808  C31 1.180
57 H -1.31695 -0.78323 -5.05091  C16 1.174
58 H 0.50683 4.03524 2.28877  C18 1.082
59 H -2.85323 -0.06453 -0.16793  C32 1.082
60 H 6.71366 0.00736 4.83961  N8 1.012
61 H -3.36641 4.16072 0.69332  C36 1.082
62 H -5.38068 3.23086 -0.88559  C12 1.082
63 H -0.15007 -4.86300 -0.57238  C22 1.173
64 H -1.26685 0.21418 4.32079  C23 1.173
65 H 2.60790 -0.87288 5.13368  C14 1.082
66 H -1.59697 -2.75824 2.51400  C29 1.186
67 H 4.46605 0.78394 4.03076  C10 1.082
68 H 0.45799 -0.31716 -7.44755  C13 1.082
69 H -1.24268 -0.17805 1.78258  C34 1.193
70 H -2.05723 -0.33460 -2.49121  C27 1.187
71 H 1.62224 6.13766 3.61162  C11 1.082
72 H 6.62223 -1.99882 6.34803  C33 1.082
73 H -4.94137 0.78844 -1.27300  N9 1.012
74 H -2.02061 7.33063 1.57111  C24 1.082
75 H -1.58130 4.88821 1.18370  N5 1.012
76 H -0.78216 0.49746 -9.73067  C28 1.082

Results of the Mulliken charge analysis, in e, for atoms 1 through 8:
1 F -0.36
2 O -0.15
3 O -0.55
4 O -0.56
5 N 0.13
6 N 0.01
7 N -0.34
8 N 0.01



2 unconnected molecules or ions with the total composition C5H13N3O in a non-equilibrium geometry. Source: the OMol25 dataset; level of theory: ωB97M-V/def2-TZVPD.

* HOMO-LUMO gap (spin up / spin down): 7.6917 / 7.6923 eV
* HOMO (spin up / spin down): -7.824 / -7.824 eV
* multiplicity: 1
* total energy: -11909.4207 eV

Each atom is followed by the atoms it is bonded to, with distances in Å.
Atoms and positions in Å:
1 O 0.71919 -0.78748 -2.06879  C5 1.253
2 N -1.31348 0.79821 -1.57072  N4 1.343, H14 1.049, H16 1.026
3 N -0.11871 -0.71355 1.65484  C7 1.383, H10 1.008, H11 1.009
4 N -1.43179 0.39773 -0.29424  N2 1.343, C7 1.781, C8 1.459
5 C 0.80596 -1.33614 -0.94581  O1 1.253, C9 1.511, H12 1.107
6 C 0.95675 1.12720 0.53328  C7 1.340, H15 1.082, H18 1.081
7 C 0.10443 0.09335 0.55355  N3 1.383, N4 1.781, C6 1.340
8 C -2.19782 1.36078 0.48980  N4 1.459, H17 1.093, H19 1.087, H22 1.098
9 C 2.15986 -1.69708 -0.38021  C5 1.511, H13 1.089, H20 1.087, H21 1.092
10 H 0.02578 -0.30740 2.56636  N3 1.008
11 H -0.93500 -1.30318 1.58877  N3 1.009
12 H -0.00381 -2.02772 -0.64472  C5 1.107
13 H 2.10903 -1.82383 0.69976  C9 1.089
14 H -0.64550 0.16926 -2.07839  N2 1.049
15 H 1.62904 1.35009 1.35084  C6 1.082
16 H -1.06854 1.78714 -1.69197  N2 1.026
17 H -3.23777 1.29732 0.15975  C8 1.093
18 H 1.07248 1.71220 -0.36838  C6 1.081
19 H -2.14544 1.09293 1.54177  C8 1.087
20 H 2.88924 -0.93309 -0.63856  C9 1.087
21 H 2.46660 -2.64785 -0.82012  C9 1.092
22 H -1.84048 2.39112 0.36319  C8 1.098

Results of the Mulliken charge analysis, in e, for atoms 1 through 8:
1 O -0.66
2 N -0.66
3 N -0.41
4 N 0.03
5 C 0.48
6 C -0.75
7 C 0.08
8 C -0.93



C5H7BrF3N in the gas phase in a non-equilibrium geometry. Source: the OMol25 dataset; level of theory: ωB97M-V/def2-TZVPD.

* HOMO-LUMO gap: 10.7961 eV
* HOMO: -10.014 eV
* multiplicity: 1
* total energy: -84980.9341 eV

Each atom is followed by the atoms it is bonded to, with distances in Å.
Atoms and positions in Å:
1 Br -3.33285 -0.63575 0.79780  C6 1.913
2 F 0.60874 -3.66309 -0.31026  C9 1.362
3 F 1.50707 -0.00185 1.86556  C10 1.296
4 F -1.45648 2.12688 0.30889  C8 1.396
5 N 0.97543 -1.70920 0.56913  C9 1.317, C10 1.493, H17 1.011
6 C -1.83005 -0.14340 -0.27932  Br1 1.913, C8 1.541, H11 1.097, H14 1.140
7 C 0.53761 0.84286 -0.00291  C8 1.532, C10 1.551, H12 1.176, H15 1.064
8 C -0.91950 0.84805 0.46978  F4 1.396, C6 1.541, C7 1.532, H13 1.100
9 C 1.09376 -2.41157 -0.53916  F2 1.362, N5 1.317
10 C 1.41570 -0.28317 0.60377  F3 1.296, N5 1.493, C7 1.551, H16 1.139
11 H -2.18530 0.14322 -1.27717  C6 1.097
12 H 1.01068 1.88951 0.25086  C7 1.176
13 H -1.11449 0.72629 1.54529  C8 1.100
14 H -1.38672 -1.06688 -0.78004  C6 1.140
15 H 0.59262 0.69660 -1.05533  C7 1.064
16 H 2.39590 -0.38478 0.03308  C10 1.139
17 H 0.58034 -1.86633 1.48611  N5 1.011

Results of the Mulliken charge analysis, in e, for atoms 1 through 8:
1 Br -0.14
2 F -0.18
3 F -0.31
4 F -0.37
5 N 0.06
6 C -0.62
7 C -0.74
8 C 0.04



2 unconnected molecules or ions with the total composition C5H9NO in a non-equilibrium geometry. Source: the OMol25 dataset; level of theory: ωB97M-V/def2-TZVPD.

* HOMO-LUMO gap (spin up / spin down): 8.4683 / 9.4521 eV
* HOMO (spin up / spin down): -8.305 / -9.008 eV
* multiplicity: 1
* total energy: -8862.0717 eV

Each atom is followed by the atoms it is bonded to, with distances in Å.
Atoms and positions in Å:
1 O 3.07086 -0.21202 -0.66811  N2 1.333
2 N 3.32542 0.29714 0.53676  O1 1.333, H14 0.995, H15 1.063
3 C -1.46686 -0.55886 -0.07228  C5 1.569, C7 1.485, H10 1.098, H13 1.060
4 C 0.09255 1.25490 -0.59320  C5 1.524, C6 1.285, H12 1.128
5 C -1.08642 0.91430 0.31011  C3 1.569, C4 1.524, H8 1.093, H11 1.186
6 C 0.53807 0.10452 -0.95180  C4 1.285, C7 1.432
7 C -0.21295 -1.08214 -0.67085  C3 1.485, C6 1.432, H9 1.100, H16 1.081
8 H -1.85316 1.68855 0.23032  C5 1.093
9 H -0.17635 -1.67372 -1.59725  C7 1.100
10 H -2.27976 -0.66569 -0.80282  C3 1.098
11 H -0.71560 0.89977 1.43696  C5 1.186
12 H 0.57733 2.26744 -0.70469  C4 1.128
13 H -1.77273 -1.16143 0.74495  C3 1.060
14 H 2.88314 1.18834 0.56410  N2 0.995
15 H 3.19766 -0.45397 1.27753  N2 1.063
16 H 0.16035 -1.68001 0.14863  C7 1.081

Results of the Mulliken charge analysis, in e, for atoms 1 through 8:
1 O -0.32
2 N -0.25
3 C -0.74
4 C -0.43
5 C -0.40
6 C -0.26
7 C -0.11
8 H 0.36